Record 1
{"formula": "C4H7NO", "method": "ωB97M-V/def2-TZVPD", "smiles": "[H]/N=C1\\O[C@H]1CC", "lumo_energy_ev": 1.01, "de_lowest_ev": 3.259, "e_tot_ha": -286.51189, "species": ["H", "N", "C", "O", "C", "C", "C", "H", "H", "H", "H", "H", "H"], "xyz": [[0.605, -2.118, -2.056], [0.561, -1.235, -1.569], [-0.490, -1.056, -0.900], [-1.634, -1.556, -0.498], [-1.002, -0.029, -0.065], [-0.280, 0.352, 1.184], [0.897, 0.980, 0.371], [-1.510, 0.817, -0.527], [-0.794, 1.078, 1.832], [0.048, -0.493, 1.796], [0.919, 0.579, -0.654], [1.837, 0.615, 0.763], [0.844, 2.066, 0.322]], "nbo_charge": [0.360, -0.742, 0.509, -0.492, 0.057, -0.444, -0.629, 0.220, 0.221, 0.232, 0.265, 0.231, 0.212]}

***

Record 2
{"formula": "C4H7NO", "method": "ωB97M-V/def2-TZVPD", "smiles": "C[C@@]1(C=O)CN1", "lumo_energy_ev": 0.83, "de_lowest_ev": 2.330, "e_tot_ha": -286.54601, "species": ["C", "C", "C", "O", "C", "N", "H", "H", "H", "H", "H", "H", "H"], "xyz": [[1.429, -0.639, 0.048], [0.044, -0.045, -0.020], [-1.085, -0.929, 0.440], [-2.210, -0.810, 0.004], [-0.251, 1.404, 0.134], [-0.381, 0.730, -1.164], [1.497, -1.526, -0.588], [2.169, 0.091, -0.287], [1.679, -0.928, 1.077], [-0.841, -1.729, 1.160], [-1.130, 1.656, 0.736], [0.447, 2.145, -0.198], [-1.365, 0.581, -1.342]], "nbo_charge": [-0.607, -0.059, 0.434, -0.529, -0.268, -0.565, 0.217, 0.231, 0.215, 0.123, 0.205, 0.231, 0.372]}

***

Record 3
{"formula": "C4H7NO", "method": "ωB97M-V/def2-TZVPD", "smiles": "C[C@H]1COC=N1", "lumo_energy_ev": 1.04, "de_lowest_ev": 1.128, "e_tot_ha": -286.59018, "species": ["C", "C", "C", "O", "C", "N", "H", "H", "H", "H", "H", "H", "H"], "xyz": [[-1.274, -0.678, 0.344], [-0.352, -0.006, -0.668], [0.274, 1.224, 0.000], [1.462, 0.667, 0.605], [1.648, -0.522, -0.026], [0.777, -0.936, -0.843], [-1.489, -1.705, 0.045], [-2.202, -0.123, 0.503], [-0.725, -0.704, 1.295], [-0.834, 0.206, -1.627], [-0.368, 1.627, 0.788], [0.555, 2.034, -0.683], [2.529, -1.084, 0.266]], "nbo_charge": [-0.610, -0.115, -0.095, -0.499, 0.372, -0.468, 0.225, 0.208, 0.205, 0.208, 0.193, 0.186, 0.190]}

***

Record 4
{"formula": "C4H7NO", "method": "ωB97M-V/def2-TZVPD", "smiles": "O=CNC1CC1", "lumo_energy_ev": 1.08, "de_lowest_ev": 1.314, "e_tot_ha": -286.58334, "species": ["O", "C", "N", "C", "C", "C", "H", "H", "H", "H", "H", "H", "H"], "xyz": [[2.404, -1.824, -0.123], [1.675, -0.933, -0.507], [1.187, 0.062, 0.292], [-0.016, 0.785, -0.003], [-1.208, 0.460, 0.852], [-1.180, 0.023, -0.581], [1.346, -0.827, -1.558], [1.450, -0.022, 1.266], [0.115, 1.819, -0.317], [-1.047, -0.305, 1.607], [-1.876, 1.262, 1.149], [-1.823, 0.532, -1.292], [-1.029, -1.033, -0.785]], "nbo_charge": [-0.598, 0.533, -0.622, -0.074, -0.420, -0.422, 0.110, 0.397, 0.205, 0.221, 0.222, 0.224, 0.223]}

***

Record 5
{"formula": "C4H7NO", "method": "ωB97M-V/def2-TZVPD", "smiles": "CN/C=C\\C=O", "lumo_energy_ev": 0.64, "de_lowest_ev": 4.440, "e_tot_ha": -286.46850, "species": ["C", "N", "C", "C", "C", "O", "H", "H", "H", "H", "H", "H", "H"], "xyz": [[-1.491, 0.779, 1.273], [-0.690, 0.179, 0.124], [0.379, -0.622, 0.289], [1.523, -1.026, -0.461], [1.299, -0.164, -1.645], [0.675, 0.929, -1.699], [-1.700, -0.035, 2.006], [-1.109, 1.780, 1.798], [-2.732, 1.092, 0.999], [-0.683, 0.591, -0.949], [0.349, -1.219, 1.130], [2.124, -1.907, -0.518], [2.055, -0.376, -2.348]], "nbo_charge": [-0.426, -0.593, 0.155, -0.481, 0.365, -0.644, 0.208, 0.220, 0.211, 0.462, 0.168, 0.243, 0.113]}

***

Record 6
{"formula": "C4H7NO", "method": "ωB97M-V/def2-TZVPD", "smiles": "C1N[C@H]1[C@H]1CO1", "lumo_energy_ev": 1.13, "de_lowest_ev": 3.162, "e_tot_ha": -286.51546, "species": ["C", "N", "C", "C", "C", "O", "H", "H", "H", "H", "H", "H", "H"], "xyz": [[-1.780, -0.364, -0.098], [-1.420, 0.988, 0.331], [-0.584, 0.322, -0.651], [0.757, -0.279, -0.346], [1.936, 0.182, 0.405], [1.003, -0.735, 0.975], [-1.616, -1.183, 0.601], [-2.687, -0.444, -0.692], [-0.976, 0.940, 1.245], [-0.663, 0.723, -1.662], [1.035, -1.005, -1.115], [2.877, -0.263, 0.085], [2.117, 1.118, 0.922]], "nbo_charge": [-0.253, -0.575, -0.118, 0.052, -0.109, -0.499, 0.202, 0.197, 0.357, 0.205, 0.178, 0.174, 0.190]}

***

Record 7
{"formula": "C4H7NO", "method": "ωB97M-V/def2-TZVPD", "smiles": "C1N[C@H]1[C@H]1CO1", "lumo_energy_ev": 1.16, "de_lowest_ev": 2.973, "e_tot_ha": -286.52238, "species": ["C", "N", "C", "C", "C", "O", "H", "H", "H", "H", "H", "H", "H"], "xyz": [[-1.782, -0.323, -0.156], [-1.293, 0.926, 0.423], [-0.527, 0.289, -0.637], [0.739, -0.440, -0.290], [1.896, 0.226, 0.306], [1.012, -0.560, 1.100], [-1.677, -1.237, 0.430], [-2.696, -0.255, -0.740], [-0.836, 0.727, 1.312], [-0.509, 0.830, -1.583], [0.906, -1.359, -0.853], [2.892, -0.198, 0.177], [1.862, 1.299, 0.490]], "nbo_charge": [-0.257, -0.575, -0.125, 0.042, -0.110, -0.500, 0.194, 0.199, 0.364, 0.206, 0.189, 0.186, 0.187]}

***

Record 8
{"formula": "C4H7NO", "method": "ωB97M-V/def2-TZVPD", "lumo_energy_ev": 0.74, "de_lowest_ev": 4.825, "e_tot_ha": -286.45433, "species": ["C", "C", "C", "N", "C", "O", "H", "H", "H", "H", "H", "H", "H"], "xyz": [[-1.815, -0.412, 0.385], [-0.317, -0.607, 0.432], [0.545, 0.405, -0.667], [0.480, 0.335, 0.924], [1.993, 0.688, -0.121], [2.908, -0.071, -0.344], [-2.218, -0.791, 1.332], [-2.292, -0.968, -0.428], [-2.056, 0.652, 0.318], [0.022, -1.652, 0.311], [0.744, -0.445, -1.330], [-0.093, 1.170, -1.109], [2.099, 1.698, 0.299]], "nbo_charge": [-0.661, 0.149, -0.400, -0.456, 0.456, -0.593, 0.240, 0.222, 0.230, 0.174, 0.267, 0.225, 0.147]}

***

Record 9
{"formula": "C4H7NO", "method": "ωB97M-V/def2-TZVPD", "lumo_energy_ev": 0.51, "de_lowest_ev": 6.408, "e_tot_ha": -286.39617, "species": ["O", "C", "C", "N", "C", "C", "H", "H", "H", "H", "H", "H", "H"], "xyz": [[0.338, -1.581, 1.152], [0.103, -0.450, 0.390], [1.047, 0.750, 0.365], [-0.363, 0.922, -0.885], [0.059, -0.493, -1.135], [-1.131, 0.443, 0.311], [0.439, -1.319, 2.073], [0.549, 1.694, -0.011], [2.011, 0.483, -0.082], [-0.728, -1.053, -1.641], [1.012, -0.559, -1.666], [-1.263, 1.188, 1.107], [-2.073, -0.024, 0.021]], "nbo_charge": [-0.695, 0.179, -0.372, -0.323, -0.243, -0.286, 0.475, 0.315, 0.179, 0.176, 0.191, 0.198, 0.205]}

***

Record 10
{"formula": "C4H7NO", "method": "ωB97M-V/def2-TZVPD", "smiles": "ONC1=CCC1", "lumo_energy_ev": 1.04, "de_lowest_ev": 3.791, "e_tot_ha": -286.49231, "species": ["O", "N", "C", "C", "C", "C", "H", "H", "H", "H", "H", "H", "H"], "xyz": [[-0.034, 1.823, -1.861], [0.093, 1.683, -0.453], [-0.046, 0.327, -0.105], [-0.059, -0.850, -0.734], [-0.028, -1.630, 0.567], [-0.142, -0.250, 1.286], [-0.452, 2.689, -1.947], [1.073, 1.895, -0.261], [-0.039, -1.142, -1.777], [-0.836, -2.340, 0.768], [0.934, -2.122, 0.755], [-1.115, -0.080, 1.761], [0.650, -0.002, 2.002]], "nbo_charge": [-0.580, -0.331, 0.137, -0.248, -0.399, -0.422, 0.472, 0.346, 0.214, 0.197, 0.199, 0.212, 0.200]}

***

Record 11
{"formula": "C4H7NO", "method": "ωB97M-V/def2-TZVPD", "lumo_energy_ev": 0.42, "de_lowest_ev": 5.074, "e_tot_ha": -286.44516, "species": ["C", "C", "C", "N", "C", "O", "H", "H", "H", "H", "H", "H", "H"], "xyz": [[1.485, -0.727, -0.103], [0.180, -0.001, -0.035], [-0.137, 1.407, 0.068], [-0.287, 0.841, -1.171], [-1.133, -0.572, 0.525], [-2.054, -0.790, -0.273], [1.361, -1.662, -0.658], [2.234, -0.118, -0.615], [1.856, -0.973, 0.899], [-1.345, 0.902, 0.914], [0.169, 2.381, 0.404], [-1.257, 0.493, -1.394], [-1.070, -1.180, 1.439]], "nbo_charge": [-0.620, -0.024, -0.042, -0.559, 0.265, -0.603, 0.226, 0.233, 0.217, 0.085, 0.237, 0.407, 0.177]}

***

Record 12
{"formula": "C4H7NO", "method": "ωB97M-V/def2-TZVPD", "multiplicity": 3, "lumo_energy_ev": [1.13, -0.22], "de_lowest_ev": 2.890, "e_tot_ha": -286.31205, "species": ["C", "C", "C", "C", "N", "O", "H", "H", "H", "H", "H", "H", "H"], "xyz": [[0.499, -0.138, 1.254], [-0.860, 1.647, -1.400], [-0.315, 2.112, -0.042], [0.743, -2.384, 0.450], [0.317, -1.051, 0.469], [0.405, 2.201, -1.237], [0.538, 0.165, 2.199], [-1.014, 0.570, -1.554], [-1.671, 2.193, -1.904], [-0.739, 2.951, 0.500], [1.306, -2.802, 1.244], [0.964, -2.536, -0.631], [-0.172, -2.927, 0.654]], "lowdin_spin": [0.620, 0.037, 0.694, 0.065, 0.249, 0.182, 0.077, 0.000, 0.001, 0.069, 0.008, 0.000, 0.000]}